# C4H5Br

One molecule with the formula C4H5Br (the ωB97M-V functional and the def2-TZVPD basis, the OMol25 dataset).

Each line ends with the Löwdin charge.
Positions of all 10 atoms, in Å:
Br (-2.317, 0.250, -0.096)  0.575
C (0.313, 1.284, -0.244)  -0.200
C (-0.347, 0.193, 0.452)  -0.675
C (0.444, -2.349, -0.180)  0.087
C (0.199, -1.224, 0.131)  -0.154
H (0.791, -3.414, -0.291)  0.065
H (0.162, 1.283, -1.311)  0.074
H (-0.506, 0.543, 1.420)  0.046
H (-0.069, 2.298, 0.115)  0.111
H (1.330, 1.136, 0.003)  0.071

**Frontier orbital gap**: 10.69 eV
**Structure (SMILES)**: C#C[C@@H](C)Br
**Energy above the lowest of the compared OMol25 structures with the same formula, charge and spin**: 23.6 kcal per mole
**Spin multiplicity**: 1
**E_HOMO**: -10.08 eV
**Max |F|**: 3.8 eV/A

---

# C34H33AsF5N4OS4V

C34H33AsF5N4OS4V as an isolated structure (the ωB97M-V functional and the def2-TZVPD basis, the OMol25 dataset).

Each line ends with the Löwdin charge.
Positions of all 83 atoms, in Å:
As (0.102, 0.158, -2.866)  1.201
V (0.413, 0.045, -0.054)  -0.021
S (2.861, -0.391, 0.353)  0.667
S (-1.767, 0.950, 0.179)  0.659
S (0.331, -0.203, 2.261)  0.720
S (1.171, 2.250, -0.336)  0.593
F (2.306, -3.213, -2.059)  0.113
F (-1.124, -2.880, 1.153)  0.080
F (-0.868, -5.497, 1.688)  0.115
F (0.979, -6.996, 0.369)  0.112
F (2.560, -5.828, -1.497)  0.118
O (0.497, -1.650, -0.723)  -0.372
N (4.098, 4.302, -1.409)  0.142
N (-3.516, 0.900, 2.210)  -0.155
N (6.202, 1.037, -0.440)  0.145
N (-1.665, -0.174, 4.024)  -0.156
C (1.541, -3.742, -1.107)  -0.146
C (-4.526, 1.287, 1.227)  -0.166
C (-2.894, -4.308, 3.993)  -0.080
C (1.662, -5.093, -0.837)  -0.142
C (-2.989, -4.932, 5.232)  -0.101
C (-1.778, -3.103, 6.226)  -0.054
C (-0.605, 1.310, -4.277)  -0.418
C (-0.073, -4.927, 0.775)  -0.136
C (-0.113, 2.756, -4.152)  -0.170
C (-1.289, 0.076, 2.730)  -0.669
C (-6.475, 3.865, 3.223)  -0.086
C (-1.971, -1.851, -2.907)  -0.168
C (-2.248, -3.084, 3.875)  -0.030
C (-2.228, 0.630, 1.804)  -0.650
C (-2.422, -4.330, 6.348)  -0.098
C (1.976, 0.054, -3.407)  -0.403
C (-0.190, -3.581, 0.497)  -0.125
C (0.859, -5.691, 0.106)  -0.151
C (-0.970, -1.138, 4.869)  -0.145
C (3.615, 1.078, -0.188)  -0.734
C (-5.675, 2.047, 1.848)  -0.224
C (3.574, 3.363, -0.993)  -0.281
C (5.055, 1.070, -0.332)  -0.272
C (-7.790, 3.471, 2.995)  -0.105
C (-5.427, 3.160, 2.651)  -0.040
C (2.241, -0.645, -4.737)  -0.158
C (2.910, 2.183, -0.494)  -0.721
C (-1.689, -2.467, 4.993)  -0.200
C (-8.046, 2.369, 2.192)  -0.093
C (0.624, -2.938, -0.440)  -0.245
C (-3.994, 0.180, 3.382)  -0.139
C (-6.990, 1.659, 1.626)  -0.047
C (-0.607, -1.550, -3.538)  -0.408
C (-2.968, 0.284, 4.476)  -0.132
H (-0.688, -1.492, -4.622)  0.064
H (0.968, 2.821, -4.284)  0.061
H (-4.038, 1.919, 0.491)  0.075
H (1.651, -0.221, -5.554)  0.057
H (-7.192, 0.791, 1.007)  0.109
H (-1.690, 1.267, -4.188)  0.061
H (-9.067, 2.055, 2.010)  0.097
H (-2.345, -2.833, -3.209)  0.067
H (-1.337, -2.637, 7.102)  0.107
H (3.295, -0.553, -5.009)  0.071
H (-0.577, 3.398, -4.904)  0.063
H (2.347, 1.079, -3.417)  0.060
H (-3.499, -5.882, 5.326)  0.095
H (-0.339, 3.165, -3.167)  0.055
H (0.111, -2.333, -3.296)  0.050
H (-4.898, 0.406, 0.691)  0.123
H (0.021, -1.295, 4.450)  0.074
H (-4.399, 3.465, 2.826)  0.122
H (-4.193, -0.872, 3.146)  0.128
H (-2.477, -4.816, 7.314)  0.095
H (-3.309, -4.781, 3.110)  0.102
H (2.011, -1.710, -4.674)  0.059
H (-6.266, 4.727, 3.846)  0.099
H (-2.908, 1.326, 4.804)  0.127
H (-3.275, -0.324, 5.325)  0.125
H (-0.338, 0.878, -5.241)  0.054
H (-4.923, 0.633, 3.719)  0.118
H (-2.715, -1.106, -3.202)  0.062
H (-2.150, -2.614, 2.901)  0.096
H (-0.838, -0.701, 5.862)  0.122
H (-1.912, -1.830, -1.818)  0.043
H (-8.608, 4.021, 3.443)  0.095
H (2.488, -0.453, -2.589)  0.038

**Frontier orbital gap (alpha / beta)**: 5.59 / 5.28 eV
**Energy above the lowest of the compared OMol25 structures with the same formula, charge and spin**: 0.0 kcal per mole
**Spin multiplicity**: 2
**Total charge**: -1
**E_HOMO (alpha / beta)**: -3.66 / -3.50 eV
**Max |F|**: 3.1 eV/A

---

# C6H11N

A 2-piece molecular cluster, C6H11N overall (the ωB97M-V functional and the def2-TZVPD basis, the OMol25 dataset).

Each line ends with the Löwdin charge.
Positions of all 18 atoms, in Å:
N (2.303, 0.056, 1.949)  -0.051
C (2.264, -0.005, 0.556)  -0.319
C (-0.705, 0.876, 0.122)  -0.145
C (-2.254, -0.940, -0.638)  0.124
C (-1.307, 0.018, -0.934)  -0.429
C (-0.686, 0.489, 1.421)  0.034
C (-0.830, 0.267, -2.203)  0.091
H (3.089, -0.587, 0.112)  0.078
H (2.712, -0.803, 2.312)  0.011
H (1.353, -0.586, 0.241)  0.079
H (0.294, 0.193, 1.866)  0.036
H (-2.840, -1.345, -1.449)  0.069
H (-0.443, 1.870, -0.243)  0.117
H (-0.019, 0.963, -2.346)  0.055
H (2.221, 0.952, 0.036)  0.065
H (-2.475, -1.228, 0.378)  0.055
H (-1.149, -0.224, -3.113)  0.063
H (-1.529, 0.035, 1.935)  0.063

**Frontier orbital gap**: 3.37 eV
**Energy above the lowest of the compared OMol25 structures with the same formula, charge and spin**: 219.7 kcal per mole
**Spin multiplicity**: 1
**E_HOMO**: -6.23 eV
**Max |F|**: 2.2 eV/A

---

# C3H6NO2S

C3H6NO2S as an isolated structure (the ωB97M-V functional and the def2-TZVPD basis, the OMol25 dataset).

Each line ends with the Löwdin charge.
Positions of all 13 atoms, in Å:
S (1.212, -0.195, -0.092)  1.096
O (-0.029, -2.108, -1.111)  -0.131
O (1.636, -0.546, 1.234)  -0.368
N (1.187, 1.727, 0.424)  -0.041
C (-1.065, -1.288, -0.460)  -0.210
C (1.126, 2.478, 1.315)  0.190
C (-0.617, 0.236, -0.034)  -0.212
H (1.090, 3.170, 2.176)  0.148
H (-0.447, 0.942, 0.626)  -0.032
H (-0.116, -2.193, -2.036)  0.078
H (-0.684, 0.791, -1.080)  0.144
H (-1.382, -1.651, 0.535)  0.114
H (-1.910, -1.363, -1.497)  0.224

**Frontier orbital gap**: 9.22 eV
**Energy above the lowest of the compared OMol25 structures with the same formula, charge and spin**: 148.2 kcal per mole
**Spin multiplicity**: 1
**Total charge**: +1
**E_HOMO**: -14.73 eV
**Max |F|**: 10.7 eV/A

---

- The highest spin multiplicity belongs to which entry?
  C34H33AsF5N4OS4V